Entry 1:
27
Properties=species:S:1:pos:R:3 method="wB97M-V/def2-TZVPD" lumo_energy_ev="3.6 / 3.7" de_lowest_kj_mol=26.4 multiplicity=3 total_charge=-2 largest_force_ev_per_a=2.69
W 0.06 -0.76 0.27
N -3.51 -2.65 -0.74
C -2.22 -2.35 -0.38
O -2.08 -1.40 0.41
C -1.17 -3.45 -0.33
C 0.24 -2.88 -0.48
H -4.11 -1.84 -0.72
H -3.61 -3.21 -1.57
H -1.55 -4.23 -1.00
H -1.29 -3.80 0.70
H 0.57 -3.02 -1.51
H 0.93 -3.41 0.18
Te -0.79 1.81 -0.79
Te -1.53 2.55 -3.34
Te -2.39 0.05 -4.00
Te -0.36 -1.11 -2.65
S -0.18 1.24 1.98
S -1.16 0.53 3.62
S 0.00 0.59 5.19
S 0.98 -1.79 2.33
N 1.91 -0.50 0.27
C 2.32 -1.05 1.44
C 3.63 -1.07 1.90
C 4.00 -1.72 3.10
N 4.31 -2.24 4.09
C 4.69 -0.48 1.14
N 5.54 0.01 0.54

Entry 2:
73
Properties=species:S:1:pos:R:3 method="wB97M-V/def2-TZVPD" lumo_energy_ev="-4.0 / -3.3" multiplicity=6 total_charge=+1 largest_force_ev_per_a=1.06
Dy 0.12 -0.48 0.54
C 3.52 -0.46 -0.60
C 4.08 0.57 0.36
C 4.78 -0.10 1.55
C 3.04 1.53 0.88
C 3.30 2.78 1.44
C 2.07 3.24 1.87
N 1.14 2.33 1.58
N 1.73 1.26 0.95
B -0.38 2.50 1.85
N -1.18 2.45 0.52
C -1.95 3.43 0.04
C -2.60 2.97 -1.09
C -2.17 1.65 -1.24
N -1.30 1.34 -0.27
C -2.61 0.63 -2.26
C -3.68 1.19 -3.19
C -3.12 -0.64 -1.56
N -0.93 1.43 2.82
C -1.44 1.66 4.04
C -1.97 0.49 4.53
C -1.75 -0.46 3.53
N -1.12 0.12 2.50
C -2.07 -1.92 3.54
C -1.22 -2.65 4.59
C -3.56 -2.15 3.79
H 4.30 -1.17 -0.89
H 2.74 -1.05 -0.11
H 3.12 -0.01 -1.50
H 4.82 1.17 -0.17
H 4.08 -0.73 2.10
H 5.60 -0.74 1.20
H 5.20 0.63 2.24
H 4.25 3.27 1.53
H 1.80 4.16 2.37
H -0.54 3.58 2.34
H -1.99 4.39 0.53
H -3.31 3.51 -1.70
H -1.75 0.35 -2.86
H -4.57 1.48 -2.64
H -3.31 2.07 -3.73
H -3.96 0.44 -3.93
H -4.00 -0.41 -0.95
H -3.40 -1.39 -2.29
H -2.36 -1.08 -0.91
H -1.39 2.65 4.47
H -2.46 0.35 5.48
H -1.82 -2.32 2.55
H -1.53 -2.35 5.59
H -1.35 -3.73 4.51
H -0.16 -2.41 4.48
H -3.85 -1.76 4.77
H -4.18 -1.66 3.03
H -3.79 -3.22 3.78
Cl 0.95 -3.24 0.11
C 1.03 -2.36 1.75
H 2.08 -2.41 2.04
H 0.48 -3.02 2.42
N 2.22 -2.04 -6.53
C 1.83 -0.85 -6.06
S 1.94 0.53 -6.94
C 1.30 -0.86 -4.66
C 0.78 -2.00 -4.07
C 0.31 -1.95 -2.77
N 0.33 -0.84 -2.03
C 0.80 0.27 -2.62
C 1.28 0.31 -3.91
H 2.57 -2.09 -7.47
H 2.21 -2.88 -5.98
H 0.69 -2.94 -4.60
H -0.10 -2.84 -2.31
H 0.76 1.18 -2.03
H 1.64 1.23 -4.34

Entry 3:
101
Properties=species:S:1:pos:R:3 method="wB97M-V/def2-TZVPD" lumo_energy_ev=3.7 de_lowest_kj_mol=81.8 total_charge=-2 largest_force_ev_per_a=1.28
Cs -1.35 -0.61 -0.05
F 1.57 5.71 -4.61
C 0.89 4.70 -3.99
F 0.26 5.29 -2.96
F -0.06 4.33 -4.87
C 1.82 3.59 -3.58
C 3.16 3.74 -3.87
C 4.06 2.74 -3.52
C 3.53 1.64 -2.86
N 2.25 1.47 -2.57
C 1.33 2.42 -2.92
S -0.31 2.16 -2.57
H 3.50 4.63 -4.38
H 5.11 2.82 -3.73
H 4.19 0.83 -2.55
O -1.45 -0.14 3.49
C -0.64 0.48 2.78
O 0.27 0.02 2.05
C -0.79 2.00 2.75
C -0.81 2.73 3.97
C -0.84 4.09 3.92
C -0.88 4.74 2.66
C -0.89 6.15 2.53
C -0.93 6.72 1.28
C -0.95 5.91 0.13
C -0.95 4.54 0.23
C -0.91 3.93 1.51
N -0.86 2.57 1.57
H -0.80 2.18 4.90
H -0.83 4.68 4.83
H -0.87 6.76 3.42
H -0.93 7.80 1.18
H -0.96 6.37 -0.85
H -0.94 3.90 -0.65
C 3.20 -1.70 0.58
C 1.75 -2.01 0.24
P 1.45 -3.48 -0.85
C 2.32 -3.12 -2.42
C 2.79 -4.18 -3.21
C 3.28 -3.95 -4.48
C 3.30 -2.67 -5.00
C 2.82 -1.62 -4.24
C 2.34 -1.83 -2.95
C 2.57 -4.69 -0.04
C 3.94 -4.83 -0.30
C 4.72 -5.71 0.43
C 4.15 -6.46 1.45
C 2.80 -6.34 1.73
C 2.02 -5.47 0.98
P 3.49 -0.63 2.08
C 5.23 -1.15 2.42
C 6.27 -0.25 2.67
C 7.53 -0.70 3.05
C 7.79 -2.05 3.19
C 6.76 -2.96 2.96
C 5.50 -2.51 2.60
C 3.76 1.02 1.30
C 4.74 1.25 0.32
C 4.88 2.50 -0.25
C 4.03 3.53 0.11
C 3.05 3.31 1.07
C 2.93 2.06 1.67
H 3.72 -1.28 -0.28
H 3.70 -2.64 0.82
H 1.25 -1.15 -0.22
H 1.15 -2.22 1.13
H 2.75 -5.19 -2.82
H 3.65 -4.79 -5.07
H 3.68 -2.49 -6.00
H 2.81 -0.61 -4.63
H 1.97 -0.97 -2.41
H 4.39 -4.23 -1.08
H 5.78 -5.79 0.22
H 4.77 -7.15 2.03
H 2.35 -6.92 2.52
H 0.96 -5.38 1.19
H 6.10 0.81 2.57
H 8.32 0.03 3.24
H 8.77 -2.40 3.48
H 6.94 -4.02 3.08
H 4.72 -3.25 2.45
H 5.39 0.44 0.01
H 5.63 2.66 -1.01
H 4.11 4.50 -0.37
H 2.37 4.11 1.34
H 2.15 1.88 2.39
O -5.63 -0.48 -3.50
C -5.26 0.60 -2.74
C -5.49 1.90 -3.18
C -5.11 2.98 -2.41
C -4.51 2.76 -1.18
C -4.30 1.46 -0.74
C -4.66 0.36 -1.51
C -4.30 -1.06 -1.06
O -5.02 -1.60 -0.21
O -3.22 -1.48 -1.57
H -5.89 -0.16 -4.37
H -5.96 2.05 -4.15
H -5.26 3.99 -2.78
H -4.18 3.60 -0.57
H -3.83 1.31 0.22

Entry 4:
79
Properties=species:S:1:pos:R:3 method="wB97M-V/def2-TZVPD" lumo_energy_ev="-8.1 / -12.1" de_lowest_kj_mol=0.0 multiplicity=5 total_charge=+3 largest_force_ev_per_a=2.49
Rh -0.03 -0.05 -0.17
P 1.40 -1.31 -1.42
P 0.23 1.80 -1.75
P -0.47 -1.89 1.27
H -2.36 0.97 -1.20
C -2.18 0.46 -0.25
C -1.59 1.16 0.82
H -1.35 2.22 0.69
C 0.40 -2.08 -2.72
C 2.75 -0.47 -2.31
C 2.39 -2.64 -0.64
C -0.80 3.28 -1.41
C 1.83 2.68 -2.01
C -0.32 1.36 -3.44
C -1.70 -1.51 2.58
C 0.86 -2.52 2.37
C -0.96 -3.36 0.29
H -2.77 -0.45 -0.07
H -1.72 0.85 1.86
H 1.05 -2.71 -3.33
H -0.06 -1.31 -3.34
H -0.39 -2.70 -2.28
H 3.44 -1.25 -2.68
H 3.31 0.18 -1.63
H 2.37 0.09 -3.17
H 3.13 -2.96 -1.39
H 1.78 -3.50 -0.35
H 2.93 -2.24 0.23
H -0.77 3.96 -2.28
H -0.42 3.81 -0.54
H -1.84 3.00 -1.22
H 1.80 3.21 -2.98
H 2.67 1.99 -2.03
H 2.00 3.40 -1.20
H -0.54 2.27 -4.01
H -1.23 0.75 -3.38
H 0.46 0.79 -3.97
H -1.95 -2.43 3.13
H -2.63 -1.09 2.18
H -1.27 -0.79 3.29
H 0.49 -3.43 2.88
H 1.10 -1.77 3.13
H 1.77 -2.77 1.81
H -1.41 -4.12 0.93
H -0.09 -3.80 -0.21
H -1.70 -3.08 -0.47
C -5.85 -2.92 0.82
C -6.33 -4.03 0.11
C -7.71 -4.20 -0.05
C -8.60 -3.28 0.52
C -8.11 -2.29 1.38
C -6.74 -2.12 1.57
S -4.13 -2.64 0.82
H -3.92 -2.04 -0.40
H -5.62 -4.72 -0.35
H -8.07 -5.04 -0.65
H -9.67 -3.35 0.30
H -8.81 -1.63 1.90
H -6.33 -1.35 2.24
C 3.62 5.04 0.30
C 3.41 4.18 1.53
N 2.48 3.04 1.25
C 2.76 1.73 1.10
S 1.51 0.59 1.53
N 3.93 1.27 0.64
C 5.26 1.95 0.61
C 6.00 1.90 1.92
H 4.10 4.50 -0.52
H 4.26 5.89 0.56
H 2.66 5.43 -0.06
H 4.34 3.79 1.94
H 2.93 4.77 2.32
H 1.55 3.17 1.66
H 3.97 0.25 0.60
H 5.83 1.43 -0.18
H 5.09 2.97 0.26
H 6.23 0.86 2.19
H 6.93 2.45 1.82
H 5.43 2.34 2.75